No. 1
The following is a DFT calculation (ωB97M-V/def2-TZVPD) of the molecule C3H2N2O2.

Geometry as XYZ:
```
9
Properties=species:S:1:pos:R:3:forces:R:3
O -0.85673 -1.33778 0.93027 2.0 -0.5 -1.6
O -0.67913 0.77643 0.13088 -0.8 -0.3 0.7
N 2.48322 -0.45738 0.83189 -0.8 0.3 -0.6
N 0.58125 0.52353 -1.82987 -0.3 0.0 0.6
C -1.25115 -0.19422 0.91789 0.7 -3.0 0.3
C 1.58158 -0.11009 0.19910 0.7 -0.3 0.7
C 0.46593 0.36835 -0.59175 -0.2 0.1 -0.2
H -0.28865 0.88758 -2.22140 0.0 0.0 -0.1
H -2.03632 -0.45642 1.63299 -1.5 3.7 0.2
```
Positions in Å, forces in eV/Å.

Properties
SMILES	[H]/N=C(/C#N)OC=O
ΔE to the lowest compared entry with this formula, charge and spin	234.5	kJ/mol
LUMO level	-0.2	eV
HOMO-LUMO gap	10.838	eV
largest force on an atom	3.95	eV/Å



No. 2
The following is a DFT calculation (ωB97M-V/def2-TZVPD) of a cluster of 2 separate species, C2H9N2O in total.

Geometry as XYZ:
```
14
Properties=species:S:1:pos:R:3:forces:R:3
O -0.09346 -1.54760 0.44033 -0.5 -0.4 0.0
N 0.60917 0.69324 -1.61701 -0.1 0.4 -0.2
N 0.79897 0.80138 0.85618 0.5 -0.3 -0.3
C -1.45892 -1.57206 0.67690 0.9 0.0 -0.2
C 1.35525 1.16486 -0.44022 -0.1 -0.4 0.7
H 2.33710 0.68393 -0.51826 0.1 0.2 0.0
H -2.02364 -0.93006 -0.02770 -0.2 0.0 -0.1
H 0.12865 1.49418 1.15800 -0.3 -0.1 -0.1
H 0.29834 -0.23686 -1.34352 -0.3 -0.2 -0.1
H -1.72695 -1.19636 1.68180 -0.1 0.0 0.2
H -1.86652 -2.59613 0.59214 -0.2 0.1 0.0
H 0.39257 -0.28889 0.76350 0.1 1.0 0.2
H -0.21825 1.28058 -1.71410 0.0 -0.3 0.1
H 1.46769 2.24980 -0.50805 0.2 0.1 -0.1
```
Positions in Å, forces in eV/Å.

Properties
net charge	-1
ΔE to the lowest compared entry with this formula, charge and spin	43.1	kJ/mol
LUMO level	4.7	eV
HOMO-LUMO gap	7.680	eV
largest force on an atom	1.02	eV/Å



No. 3
The following is a DFT calculation (ωB97M-V/def2-TZVPD) of the molecule Cl2HNS.

Geometry as XYZ:
```
5
Properties=species:S:1:pos:R:3:forces:R:3
Cl 1.87054 -0.96163 -0.32162 -0.1 0.0 -0.3
Cl -0.86693 -1.42034 1.14121 0.7 1.3 -0.5
S 0.40937 0.31225 0.52764 0.0 -1.1 1.3
N -0.29493 1.22112 -0.40650 -1.8 -0.8 -0.7
H -1.11804 0.84860 -0.94073 1.2 0.6 0.2
```
Positions in Å, forces in eV/Å.

Properties
ΔE to the lowest compared entry with this formula, charge and spin	0.0	kJ/mol
LUMO level	-1.4	eV
HOMO-LUMO gap	9.324	eV
largest force on an atom	2.07	eV/Å



No. 4
The following is a DFT calculation (ωB97M-V/def2-TZVPD) of the molecule C6H8ClNO3S.

Geometry as XYZ:
```
20
Properties=species:S:1:pos:R:3:forces:R:3
Cl -0.07060 -2.11502 1.99435 0.6 1.0 -0.2
S 0.64231 -0.25616 -1.79012 -0.2 0.3 -3.8
O -0.03375 0.35125 -2.94611 0.3 -1.0 1.9
O 1.92524 -0.70865 0.94105 -0.2 1.8 -0.8
O 1.66396 0.57680 -1.21241 1.2 0.5 0.6
N 1.37771 -1.64747 -2.38189 -1.7 0.4 1.0
C -1.75066 1.14882 0.72198 0.6 -0.3 0.8
C 0.66622 -0.51102 1.27421 -2.4 -2.2 -1.3
C -1.46138 0.45797 -0.40691 -0.9 0.7 0.1
C -0.98320 1.19205 1.99905 0.7 -0.6 -1.0
C -0.46648 -0.61731 -0.47685 1.1 -1.4 2.5
C 0.21277 0.59200 2.14223 -0.5 -0.5 -1.5
H -0.74820 -1.73194 -0.36870 0.4 2.0 -0.3
H -1.21359 1.89329 2.78828 -0.4 0.4 -0.4
H -2.46886 1.94637 0.69586 -0.5 0.1 -0.4
H 1.96230 -0.01800 0.12708 0.8 -1.2 1.0
H 0.69786 -2.00463 -3.05496 0.9 -0.2 -0.1
H 2.37240 -1.70090 -2.59068 -0.5 0.4 0.1
H 0.97268 0.98191 2.77023 0.4 0.1 1.0
H -1.93244 0.78452 -1.36079 0.3 -0.3 0.8
```
Positions in Å, forces in eV/Å.

Properties
SMILES	NS(=O)(=O)/C=C/C=C\C=C(\O)Cl
ΔE to the lowest compared entry with this formula, charge and spin	146.1	kJ/mol
LUMO level	-0.2	eV
HOMO-LUMO gap	9.196	eV
largest force on an atom	3.86	eV/Å



No. 5
The following is a DFT calculation (ωB97M-V/def2-TZVPD) of a cluster of 2 separate species, C5H11O3P in total.

Geometry as XYZ:
```
20
Properties=species:S:1:pos:R:3:forces:R:3
P -1.59197 1.02994 0.29906 -1.6 0.9 0.0
O -2.36163 3.01541 2.20004 1.8 0.6 -0.1
O -2.94467 0.11345 -0.02242 1.8 0.8 0.5
O -1.96299 2.19525 -0.83034 0.3 -0.2 0.1
C -2.58177 1.97852 1.65215 -2.8 -0.1 0.7
C 2.30200 -1.53401 1.20816 -0.8 2.9 3.2
C -2.76870 -0.70752 -1.13705 1.4 1.3 -3.9
C 2.99924 -0.60639 0.54518 -1.2 -2.2 -1.2
C 3.59300 -0.88135 -0.79815 3.9 0.4 3.7
H 3.02802 -0.53315 -1.54791 -2.0 1.2 -2.9
H 1.73999 -1.34255 2.21402 1.2 0.2 -1.9
H -3.52354 -1.40198 -1.06110 -1.2 -2.1 0.0
H 4.63612 -0.37480 -0.78330 -1.6 -0.9 -0.5
H -1.22802 2.73789 -1.12622 0.2 -0.1 0.0
H 2.18814 -2.54086 0.98947 0.2 -1.7 -1.2
H -1.74433 -1.11415 -1.38935 -0.8 0.0 1.4
H 3.69910 -1.91089 -0.75875 0.5 -2.1 -1.1
H -2.92450 -0.20794 -2.19551 -0.2 -0.1 2.1
H 3.12532 0.40665 0.66359 -0.4 2.2 1.9
H -3.67880 1.67847 1.87841 1.2 -1.0 -0.8
```
Positions in Å, forces in eV/Å.

Properties
SMILES	COP(O)C=O.C=CC
ΔE to the lowest compared entry with this formula, charge and spin	304.8	kJ/mol
LUMO level	0.4	eV
HOMO-LUMO gap	9.262	eV
largest force on an atom	5.42	eV/Å



No. 6
The following is a DFT calculation (ωB97M-V/def2-TZVPD) of a structure of composition H32N5O18S3Zn.

Geometry as XYZ:
```
59
Properties=species:S:1:pos:R:3:forces:R:3
Zn 1.94948 0.23124 -2.02115 3.0 0.0 0.6
S 3.61902 2.61989 -0.40093 5.9 2.6 -0.6
S -0.54953 -0.10085 0.19447 2.8 3.7 -0.9
S 3.81338 -1.99207 -0.62399 6.6 -1.2 0.3
O 3.00975 2.75756 0.92323 -2.0 0.2 1.5
O 1.47896 -1.47599 -2.96643 -0.4 0.6 -2.0
O 1.67417 0.77168 2.79680 0.7 -0.3 0.9
O 0.54703 0.08568 -0.75345 -3.4 0.4 1.0
O 0.56336 1.17657 -3.20899 -0.9 0.8 -0.5
O -4.40995 -0.19389 0.21698 -0.9 -0.5 0.1
O 4.94651 1.97950 -0.29453 -2.0 0.7 -0.2
O -0.32267 0.85846 1.31294 -1.7 -0.5 -0.4
O -0.40657 -1.43035 0.67519 -2.1 -2.3 0.7
O 3.10749 -3.03936 -1.30057 -2.6 -3.3 -0.2
O 5.25061 -2.13649 -0.96608 -1.7 0.5 0.8
O -3.27386 -0.65632 -2.72465 0.1 0.4 -0.8
O 3.63440 -1.97325 0.85134 -1.4 -0.6 0.4
O 3.68337 3.94727 -1.09587 -0.5 -0.9 0.8
O 2.70098 1.81801 -1.20763 -3.5 -1.7 -2.5
O 3.28261 -0.76958 -1.15070 -0.9 3.4 -0.7
O -1.92287 0.21444 -0.30923 0.8 -0.4 -0.8
O 0.55964 -3.22870 -1.24146 -2.6 -0.3 -0.3
N 0.46595 3.19134 0.54025 -3.1 1.1 -0.9
N -2.45420 2.25698 -2.00965 0.8 0.2 0.0
N 1.39748 -2.57969 1.95637 -1.5 -0.1 2.3
N -2.49488 -2.70553 1.44109 -1.8 -0.9 -0.1
N -1.90605 0.99136 3.44121 0.5 1.3 1.3
H -1.93225 -3.40196 1.90857 0.2 -0.5 -0.1
H -0.12108 1.10217 -3.87400 0.1 -0.6 -0.5
H -2.68657 1.86137 -2.90944 -0.6 -0.2 -0.4
H -2.20330 1.51977 -1.36649 0.0 -1.9 1.1
H -2.48247 0.17621 3.59410 -0.8 -1.1 0.2
H 0.94435 -2.23722 -2.74072 -0.2 -0.9 1.1
H 0.05616 3.98352 1.01417 0.8 0.4 0.4
H -4.70644 0.66351 -0.08830 -0.3 0.3 0.2
H -2.28466 1.83027 3.85714 -1.2 0.6 -0.2
H 0.31412 3.33642 -0.44768 0.5 -0.1 -0.3
H -3.21970 -3.08409 0.84827 -0.1 -1.0 -0.6
H -1.65882 1.09244 2.46717 0.4 0.1 -1.0
H -3.16970 2.78797 -1.53403 -0.3 0.7 -0.3
H -1.05481 0.95381 3.98351 1.0 -0.9 0.1
H 1.42604 2.92108 0.69933 4.3 0.3 0.7
H 0.74755 -1.90372 1.58120 -0.8 -0.4 -0.3
H 0.92778 0.71809 2.19993 0.1 0.0 -0.2
H 1.58550 -2.17850 2.86400 1.1 -0.1 0.2
H 0.46754 2.06437 -2.86426 0.8 0.5 0.1
H -3.46596 -0.19178 0.05853 0.5 0.1 0.1
H -4.10906 -0.36492 -2.35889 -0.4 -0.2 0.2
H -0.01317 2.36241 0.86182 -0.6 -0.8 0.0
H -2.62220 -0.39199 -2.07526 0.3 -0.4 0.5
H 0.25329 -2.40627 -0.85938 0.0 0.0 0.2
H -1.93010 -2.08662 0.87711 1.0 0.7 0.0
H -1.54611 2.69643 -2.05810 0.0 1.1 -0.3
H 1.63787 -1.56447 -3.90619 0.4 0.0 -0.3
H 1.48141 -3.28195 -0.98901 2.3 0.0 -0.3
H 2.16418 -2.48523 1.30572 3.5 0.2 -1.0
H -3.07986 -2.25124 2.12775 0.1 1.2 1.0
H 1.29343 0.65960 3.66784 0.2 0.0 0.5
H 1.04340 -3.51734 2.08102 -0.1 -0.1 -0.4
```
Positions in Å, forces in eV/Å.

Properties
spin multiplicity	2
ΔE to the lowest compared entry with this formula, charge and spin	411.5	kJ/mol
LUMO level (alpha / beta)	-2.5 / -2.6	eV
HOMO-LUMO gap (alpha / beta)	2.881 / 3.620	eV
largest force on an atom	6.70	eV/Å



Question: The lowest largest force on an atom belongs to which entry?
Answer: C2H9N2O